One molecule with the formula C20H19FN6O2. Source: OMol25; level of theory: ωB97M-V with the def2-TZVPD basis set.

Positions of all 48 atoms, in Å:
1 F 3.20279 1.43984 -3.79808
2 N -1.18778 0.62640 0.64831
3 N -1.32350 -1.93169 -2.58483
4 N 2.04300 1.59788 3.95739
5 N 1.95164 -0.52324 3.09095
6 O -2.32218 2.47741 3.43651
7 O -2.68399 -3.76702 -3.00838
8 C -0.92231 1.26843 1.73902
9 C 2.48574 0.38891 3.84177
10 C -2.36636 -2.46156 -3.21279
11 C -0.98195 -0.62623 -2.80186
12 C 0.97962 1.95950 3.26535
13 C 0.84171 -0.19009 2.42878
14 C -3.18422 -1.69622 -4.02560
15 C -1.74198 0.16347 -3.67006
16 C -2.88078 -0.35894 -4.27502
17 C 2.80883 0.94476 -1.52876
18 C 1.14545 0.47050 -3.22662
19 C 1.94307 0.45041 -0.54585
20 C 2.39055 0.96964 -2.84117
21 C 0.28248 1.04528 2.49600
22 C 0.27375 -0.04407 -2.22829
23 C 0.64937 -0.01039 -0.84046
24 N -1.91135 2.19937 2.08561
25 N 3.51590 0.06684 4.65788
26 C -1.78610 -4.47088 -2.16428
27 C 0.72607 3.43768 3.30587
28 C 0.34595 -1.20732 1.43419
29 C -0.33790 -0.50675 0.24052
30 H -1.72033 2.08251 4.13158
31 H -4.00291 -2.19742 -4.47901
32 H -1.47741 1.22815 -3.79334
33 H -3.56649 0.22610 -4.91674
34 H 3.81636 1.29760 -1.27758
35 H 0.88905 0.50412 -4.28643
36 H 2.28418 0.54833 0.48008
37 H -2.60701 2.31352 1.32200
38 H 3.55540 -0.91596 4.74654
39 H 3.66542 0.68706 5.43129
40 H -0.79792 -4.41870 -2.61654
41 H -1.75255 -4.03433 -1.14050
42 H -2.11175 -5.50030 -2.09398
43 H 0.56803 3.79579 2.27382
44 H 1.63374 3.93995 3.72329
45 H -0.14843 3.64420 3.93575
46 H 1.20282 -1.78846 1.04484
47 H -0.37322 -1.87566 1.84498
48 H -1.01252 -1.24843 -0.20614

Properties
**Total charge**: 0
**Max |F|**: 2.7 eV Å⁻¹
**Gap between HOMO and LUMO**: 8.68 eV
**LUMO level**: 0.52 eV
**Relative energy (zero: lowest compared OMol25 entry of this formula, charge and spin)**: 89.5 kcal/mol
**E**: -36799.6043 eV
**SMILES**: COc1cccc(-c2cc(F)ccc2[C@H]2Cc3nc(N)nc(C)c3C(NO)=N2)n1